No. 1
{
  "formula": "C6H8I2S",
  "method": "ωB97M-V with the def2-TZVPD basis set",
  "symbols": ["C", "C", "C", "C", "C", "C", "S", "I", "I", "H", "H", "H", "H", "H", "H", "H", "H"],
  "xyz": [[0.3261, 2.4591, -0.1502], [0.1992, 2.5348, 1.3251], [0.3194, -2.1721, -0.5103], [-1.1219, -2.6174, -0.4496], [0.1503, 1.2142, 0.6383], [-0.6866, -1.1915, -0.6327], [-1.0042, -0.1257, 0.8331], [2.8428, 0.0272, 0.9233], [-1.0249, -0.3132, -2.6194], [-0.6628, 2.6655, -0.6502], [1.3920, 2.6596, -0.4783], [1.1843, 2.7430, 1.7832], [-0.8170, 2.9306, 1.7862], [1.0026, -2.1781, 0.4092], [0.9305, -2.5640, -1.4203], [-1.4963, -3.0887, -1.3109], [-1.5337, -2.9830, 0.5238]],
  "forces_ev_per_a": [[-0.2, -0.4, -1.1], [-1.4, 0.2, 1.9], [4.2, -3.1, -0.1], [0.3, 0.1, 1.9], [0.5, -1.8, 1.0], [-2.1, 2.6, -0.3], [1.6, 1.2, -1.3], [-1.4, 0.8, -0.1], [0.1, -0.3, 1.0], [1.7, 0.2, -0.4], [-1.9, -0.1, -0.4], [-1.1, 0.0, 0.3], [2.5, -0.8, -0.8], [-1.4, 0.1, -1.3], [-1.2, 1.1, 1.6], [-0.5, -0.5, -0.8], [0.3, 0.6, -1.0]],
  "lowdin_charge": [-0.1952, -0.2080, -0.3229, -0.1984, -0.6652, -1.1174, 0.9114, 0.1241, 0.7881, 0.1248, 0.1244, 0.0973, 0.1569, 0.0509, 0.1412, 0.0688, 0.1191],
  "homo_energy_ev": [-8.550, -8.547],
  "total_charge": 0,
  "gap_ev": [6.9, 6.9]
}

---

No. 2
{
  "formula": "C6H8LaO6",
  "method": "ωB97M-V with the def2-TZVPD basis set",
  "symbols": ["H", "O", "C", "O", "O", "La", "C", "C", "C", "C", "O", "C", "O", "O", "H", "H", "H", "H", "H", "H", "H"],
  "xyz": [[-0.5407, -0.9377, -0.4992], [2.7894, 1.2199, 0.3293], [2.0049, 0.2423, 0.2578], [2.4333, -0.9191, 0.0248], [0.7063, 0.4692, 0.4735], [5.4911, -0.0204, -0.3428], [-0.1320, -0.6400, 0.5311], [-1.4486, -0.3600, 1.0477], [-2.3085, -1.4167, 1.5210], [-3.8173, -1.2297, 1.4560], [-4.1738, -0.0753, 2.2016], [-5.4755, 0.1703, 2.3223], [-6.3585, -0.4925, 1.8398], [-5.6288, 1.2510, 3.0690], [0.3395, -1.5354, 0.9688], [-1.7585, 0.6867, 1.1664], [-1.9826, -1.3784, 2.5982], [-2.0056, -2.4090, 1.1623], [-4.2950, -2.1175, 1.8852], [-4.1422, -1.1196, 0.4140], [-6.5704, 1.4327, 3.1879]],
  "forces_ev_per_a": [[0.6, 0.0, 0.4], [1.9, 0.5, -0.4], [0.8, -0.8, 0.0], [1.1, -0.3, -0.4], [0.7, 0.6, 0.0], [-4.0, 0.5, 0.8], [-0.9, -0.9, -0.5], [0.0, 0.1, 1.2], [0.2, 0.0, -0.5], [-0.9, 0.0, 0.0], [1.9, -0.2, -0.2], [-2.4, -0.1, 0.0], [0.9, 0.2, 0.1], [0.5, 0.1, 0.1], [-0.2, 0.2, -0.3], [-0.1, -0.1, -0.2], [-0.1, 0.1, 0.0], [0.0, 0.1, 0.1], [0.1, 0.1, -0.2], [0.0, -0.1, 0.2], [-0.1, -0.1, -0.1]],
  "lowdin_charge": [0.2310, -0.0283, -0.7401, -0.0352, 0.1013, 2.6146, -0.1218, 0.2038, -0.0875, -0.1265, 0.0345, -0.6207, 0.1631, 0.1861, 0.1803, 0.1890, 0.2183, 0.1642, 0.1588, 0.1577, 0.1573],
  "homo_energy_ev": -17.080,
  "total_charge": 3,
  "gap_ev": 2.2
}

---

No. 3
{
  "formula": "C6H8N",
  "method": "ωB97M-V with the def2-TZVPD basis set",
  "symbols": ["C", "C", "C", "C", "C", "C", "N", "H", "H", "H", "H", "H", "H", "H", "H"],
  "xyz": [[-3.0954, 1.6725, 0.1593], [-1.2507, -1.4786, 0.0006], [0.1451, -1.3469, 0.1439], [-2.4274, -1.5877, -0.1522], [2.1421, 0.3034, 0.1472], [0.7708, -0.2253, -0.3746], [-1.9388, 1.5591, 0.1901], [-3.4441, -1.4726, -0.0603], [0.5320, -2.1375, 0.8959], [-4.1263, 1.5826, -0.0200], [2.0242, 1.2329, 0.6824], [2.8389, 0.5092, -0.6274], [2.6946, -0.2221, 0.8739], [-0.0732, 0.4928, -0.2764], [0.7565, -0.1567, -1.4270]],
  "forces_ev_per_a": [[3.2, -0.6, -0.3], [2.6, -0.5, -0.6], [-1.9, -2.6, 2.1], [0.2, 0.3, 0.6], [-1.0, 0.6, -0.1], [2.1, 1.7, 1.5], [-2.3, 0.4, 0.1], [-1.9, -0.3, -0.3], [0.1, 1.5, -1.3], [-0.9, 0.4, 0.1], [-0.6, 0.6, -0.1], [0.3, 0.1, -1.0], [0.2, -1.7, 0.8], [0.1, 0.6, 0.3], [-0.2, -0.4, -1.8]],
  "lowdin_charge": [-0.0037, -0.0514, 0.0863, 0.2603, -0.0199, -0.1839, 0.0881, 0.0578, 0.1947, 0.0618, 0.0889, 0.0748, 0.0693, 0.1145, 0.1623],
  "homo_energy_ev": -15.936,
  "total_charge": 1,
  "gap_ev": 8.9
}

---

No. 4
{
  "formula": "C6H8N",
  "method": "ωB97M-V with the def2-TZVPD basis set",
  "symbols": ["C", "C", "N", "C", "C", "C", "C", "H", "H", "H", "H", "H", "H", "H", "H"],
  "xyz": [[1.9893, 1.5050, 0.9631], [1.7490, 0.5968, 0.1972], [1.1118, -0.3129, -0.6042], [1.3527, -1.7810, -0.3736], [-0.3716, -0.0770, -0.3813], [-1.4396, 0.3518, -0.0537], [-2.7227, 0.8981, 0.2484], [2.3465, 2.2208, 1.5170], [1.1965, -0.1171, -1.5660], [1.3639, -1.9559, 0.6424], [0.4732, -2.1134, -0.8643], [2.2354, -1.9898, -0.8068], [-3.2254, 1.2991, -0.6370], [-3.3679, 0.0215, 0.5296], [-2.6911, 1.4541, 1.1891]],
  "forces_ev_per_a": [[-1.5, -5.2, -4.3], [1.1, 2.7, 2.2], [-4.4, 0.0, 1.7], [-2.2, 1.7, -0.6], [2.1, -0.1, -0.2], [0.9, 0.1, -0.6], [-1.6, -1.9, 0.8], [1.7, 3.6, 2.9], [0.7, 0.4, -1.8], [-0.2, -0.4, 2.1], [-0.3, -1.6, -0.3], [3.0, -1.1, -1.6], [0.3, 0.6, 0.4], [0.4, 0.6, -0.2], [0.0, 0.6, -0.6]],
  "lowdin_charge": [0.2739, -0.0765, -0.0695, 0.1009, 0.0512, -0.0406, -0.0575, 0.0118, 0.1822, 0.1045, 0.1094, 0.0828, 0.1063, 0.1166, 0.1044],
  "homo_energy_ev": -14.657,
  "total_charge": 1,
  "smiles": "C#C[N@@H+](C)C#CC",
  "gap_ev": 10.8
}

---

No. 5
{
  "formula": "C6H8N",
  "method": "ωB97M-V with the def2-TZVPD basis set",
  "symbols": ["C", "C", "C", "C", "C", "C", "N", "H", "H", "H", "H", "H", "H", "H", "H"],
  "xyz": [[-2.2993, 0.1544, 0.1360], [-0.1360, -0.8033, -0.1606], [-3.0136, 1.0909, -0.2510], [-1.5618, -1.0221, 0.2646], [2.5915, -0.3885, -0.2452], [1.0622, -0.7014, -0.2112], [2.8073, 0.9708, 0.1825], [-3.7705, 1.0781, -1.0364], [-2.9888, 2.1041, 0.2105], [-1.4849, -1.5988, 1.1415], [-1.9464, -1.7744, -0.5096], [3.1630, -1.0020, 0.4973], [2.9367, -0.5675, -1.2486], [1.8691, 1.4642, 0.0428], [2.7714, 0.9956, 1.1874]],
  "forces_ev_per_a": [[-0.6, -1.8, -0.4], [-0.2, 0.0, 0.5], [-1.0, 2.8, 0.3], [3.0, -0.5, -2.3], [-1.5, -1.0, 1.2], [1.7, -0.1, 0.1], [-2.6, 1.9, -0.2], [0.1, -0.5, -0.1], [0.3, -0.6, -0.1], [-0.8, -0.4, 1.6], [-0.4, 1.0, 0.5], [-0.7, -0.2, -1.0], [0.2, -0.1, -0.3], [1.9, -0.3, -0.5], [0.7, -0.2, 0.6]],
  "lowdin_charge": [0.1316, -0.0308, 0.1694, -0.1146, -0.2503, 0.0476, -0.0187, 0.1513, 0.1601, 0.1368, 0.2207, 0.1341, 0.1023, 0.0966, 0.0638],
  "homo_energy_ev": -13.094,
  "total_charge": 1,
  "gap_ev": 5.9
}

---

No. 6
{
  "formula": "C6H8N",
  "method": "ωB97M-V with the def2-TZVPD basis set",
  "symbols": ["C", "C", "C", "C", "C", "C", "N", "H", "H", "H", "H", "H", "H", "H", "H"],
  "xyz": [[0.7894, -0.3571, -0.0690], [-0.5835, 0.8493, -1.5352], [0.8412, 0.7084, -0.9506], [0.6189, 1.9349, -0.1401], [-0.6934, 1.9005, -0.4605], [0.3696, -2.1207, 1.6214], [0.3231, -1.1986, 0.5964], [-0.5151, 1.3400, -2.4492], [-1.2459, 0.0446, -1.4557], [1.6047, 0.8774, -1.7507], [1.1873, 2.6626, 0.4302], [-1.5772, 2.5096, -0.3603], [-0.4222, -1.7880, 2.3110], [1.4040, -2.4577, 1.9621], [-0.1758, -3.0039, 1.0943]],
  "forces_ev_per_a": [[-1.3, -3.4, 1.2], [0.2, 0.8, 2.6], [2.7, 1.3, -2.5], [-2.8, 1.3, 0.6], [0.0, 1.2, -0.6], [-2.1, -3.7, -0.1], [3.2, 3.4, -2.1], [-0.1, 0.3, -1.9], [-0.9, -1.3, -0.4], [-0.1, -1.3, 0.9], [0.3, -0.6, 0.0], [0.1, 0.4, 0.7], [1.0, -0.2, 0.6], [-1.5, 1.0, -0.3], [1.2, 0.8, 1.3]],
  "lowdin_charge": [0.1201, -0.0538, -0.2541, 0.0090, -0.0145, -0.0310, 0.1468, 0.1164, 0.1096, 0.1919, 0.1298, 0.1191, 0.1186, 0.1472, 0.1451],
  "homo_energy_ev": -14.349,
  "total_charge": 1,
  "gap_ev": 9.8
}

---

ΔE to the lowest compared entry with this formula, charge and spin? In order: 22.9, 41.7, 144.7, 164.9, 162.7, 107.8 kcal/mol.